#i
# C4H10O3

A 2-piece molecular cluster, C4H10O3 overall (ωB97M-V/def2-TZVPD, the Open Molecules 2025 dataset).

**SMILES string**: C[C@@H](O)CC=O.O
**E_HOMO**: -9.732 eV
**Orbital gap**: 10.38 eV

Cartesian coordinates (Å):
1 C -0.64 -1.58 1.83
2 C -0.32 -0.47 0.93
3 O 0.16 0.67 1.66
4 C 0.95 -0.95 0.03
5 C 0.68 -0.45 -1.40
6 O 1.22 -0.83 -2.40
7 H 0.09 -2.43 2.08
8 H -1.15 -2.41 1.42
9 H -1.18 -1.22 2.81
10 H -1.10 -0.11 0.21
11 H 0.18 0.41 2.60
12 H 1.91 -0.43 0.40
13 H 1.32 -1.91 0.12
14 H 0.05 0.37 -1.64
15 O -1.63 3.04 -1.05
16 H -0.88 2.99 -1.65
17 H -1.34 2.47 -0.33

#ii
# C4H10O3

A 2-piece molecular cluster, C4H10O3 overall (ωB97M-V/def2-TZVPD, the Open Molecules 2025 dataset).

**SMILES string**: O=CCCCO.O
**E_HOMO**: -10.130 eV
**Orbital gap**: 10.51 eV

Cartesian coordinates (Å):
1 O -1.15 3.30 0.94
2 C -1.34 2.11 0.70
3 C -0.89 0.82 1.51
4 C 0.30 0.12 0.79
5 C 0.23 0.15 -0.84
6 O 1.36 -0.62 -1.65
7 H -2.12 2.03 -0.06
8 H -1.71 0.06 1.46
9 H -0.55 1.09 2.41
10 H 0.38 -1.07 0.94
11 H 1.31 0.50 1.13
12 H -0.62 -0.51 -1.09
13 H 0.30 1.27 -1.21
14 H 2.01 -0.60 -0.96
15 O 0.99 -4.46 -0.98
16 H 1.43 -3.52 -0.89
17 H 0.08 -4.16 -1.12

#iii
# C4H10O3

A 3-piece molecular cluster, C4H10O3 overall (ωB97M-V/def2-TZVPD, the Open Molecules 2025 dataset).

**SMILES string**: C=CC(=C)O.O.O
**E_HOMO**: -8.687 eV
**Orbital gap**: 9.14 eV

Cartesian coordinates (Å):
1 C 0.25 2.78 1.20
2 C 0.56 1.53 0.88
3 C 1.15 1.15 -0.40
4 C 1.32 -0.10 -0.82
5 O 1.34 2.24 -1.21
6 H 0.34 3.60 0.51
7 H -0.14 2.94 2.20
8 H 0.29 0.77 1.59
9 H 1.81 -0.37 -1.74
10 H 0.98 -0.89 -0.17
11 H 1.54 1.93 -2.10
12 O -1.32 -2.91 1.74
13 H -1.55 -2.78 0.81
14 H -1.24 -3.88 1.79
15 O -2.24 -2.90 -1.15
16 H -1.84 -2.49 -1.93
17 H -3.03 -2.36 -1.05

Verdict on stability: #iii comes out on top.

#i
# C4H10O3

One molecule with the formula C4H10O3 (ωB97M-V/def2-TZVPD, the Open Molecules 2025 dataset).

**SMILES string**: COC[C@@H](O)CO
**E_HOMO**: -9.956 eV
**Orbital gap**: 10.80 eV

Cartesian coordinates (Å):
1 C 2.75 0.36 -0.25
2 O 1.62 -0.04 0.49
3 C 0.46 -0.05 -0.29
4 C -0.71 -0.55 0.55
5 O -0.93 0.26 1.70
6 C -2.00 -0.63 -0.26
7 O -2.49 0.67 -0.53
8 H 3.61 0.30 0.42
9 H 2.65 1.40 -0.61
10 H 2.92 -0.29 -1.12
11 H 0.23 0.96 -0.67
12 H 0.58 -0.71 -1.17
13 H -0.45 -1.55 0.93
14 H -0.81 1.18 1.43
15 H -2.74 -1.21 0.31
16 H -1.85 -1.12 -1.22
17 H -2.85 1.00 0.30

#ii
# C4H10O3

C4H10O3 as an isolated structure (ωB97M-V/def2-TZVPD, the Open Molecules 2025 dataset).

**E_HOMO**: -7.375 eV
**Orbital gap**: 8.03 eV

Cartesian coordinates (Å):
1 C -1.21 -0.03 0.11
2 O -1.90 1.10 -0.30
3 O -1.57 -0.42 1.42
4 O -1.51 -1.10 -0.73
5 H -2.81 0.84 -0.55
6 H -1.43 0.33 2.01
7 H -1.44 -1.91 -0.22
8 H 0.08 0.66 -1.00
9 C 1.34 -0.95 0.43
10 C 0.79 0.42 0.14
11 C 1.34 1.13 -1.02
12 H 0.71 1.05 1.02
13 H 0.82 -1.43 1.25
14 H 1.27 -1.58 -0.46
15 H 2.40 -0.86 0.70
16 H 1.83 0.54 -1.78
17 H 1.32 2.21 -1.03

Verdict on stability: #i comes out on top.

#i
# HN2O3P

A 2-piece molecular cluster, HN2O3P overall (ωB97M-V/def2-TZVPD, the Open Molecules 2025 dataset).

**E_HOMO (alpha / beta)**: -9.753 / -8.958 eV
**Orbital gap (alpha / beta)**: 9.14 / 7.38 eV

Cartesian coordinates (Å):
1 N 2.11 0.60 0.14
2 N -1.82 -0.91 -0.06
3 O 3.17 0.05 0.15
4 O -1.97 -1.71 0.86
5 O -2.50 -0.37 -0.83
6 P 0.58 0.54 0.06
7 H 0.44 1.80 -0.32

#ii
# HN2O3P

HN2O3P as an isolated structure (ωB97M-V/def2-TZVPD, the Open Molecules 2025 dataset).

**E_HOMO**: -8.798 eV
**Orbital gap**: 8.21 eV

Cartesian coordinates (Å):
1 N 0.10 0.73 1.85
2 N -0.02 -0.94 -1.17
3 O 1.11 0.55 2.43
4 O -0.02 0.89 0.51
5 O -0.76 -1.71 -0.66
6 P 0.32 0.58 -1.01
7 H -0.73 -0.10 -1.94

Verdict on stability: #i comes out on top.

#i
# CH6N2O

One molecule with the formula CH6N2O (ωB97M-V/def2-TZVPD, the Open Molecules 2025 dataset).

**SMILES string**: CNON
**E_HOMO**: -9.289 eV
**Orbital gap**: 10.47 eV

Cartesian coordinates (Å):
1 C -1.23 0.45 -0.27
2 N 0.10 0.61 -0.80
3 O 0.91 -0.50 -0.63
4 N 1.22 -0.76 0.76
5 H -1.24 0.25 0.81
6 H -1.71 -0.39 -0.79
7 H -1.78 1.36 -0.48
8 H 0.56 1.42 -0.39
9 H 2.24 -0.72 0.83
10 H 0.93 -1.72 0.95

#ii
# CH6N2O

A 2-piece molecular cluster, CH6N2O overall (ωB97M-V/def2-TZVPD, the Open Molecules 2025 dataset).

**E_HOMO**: -6.440 eV
**Orbital gap**: 5.56 eV

Cartesian coordinates (Å):
1 O -2.35 0.18 -1.06
2 H -2.72 -0.27 -1.82
3 N 0.51 -0.69 -0.56
4 C 0.77 -0.25 0.70
5 N 0.80 1.01 1.00
6 H -0.44 -0.58 -0.96
7 H 1.20 -1.27 -1.00
8 H 0.92 -1.06 1.40
9 H 0.65 1.19 1.99
10 H 0.66 1.73 0.30

Verdict on stability: #i comes out on top.

#i
# C5H17N3O

C5H17N3O as an isolated structure (ωB97M-V/def2-TZVPD, the Open Molecules 2025 dataset).

**E_HOMO**: -8.440 eV
**Orbital gap**: 9.17 eV

Cartesian coordinates (Å):
1 C -1.83 -0.71 -0.91
2 C -1.38 -0.91 -2.36
3 N -1.64 -1.96 -0.18
4 O -1.19 0.40 -0.34
5 H -0.11 0.24 0.14
6 H -2.90 -0.51 -0.91
7 H -1.97 -1.84 0.77
8 H -0.65 -2.17 -0.12
9 H -1.53 0.00 -2.93
10 H -1.94 -1.72 -2.83
11 H -0.32 -1.17 -2.41
12 C 1.33 0.27 0.82
13 C 0.42 2.02 1.20
14 C 1.26 -0.76 1.96
15 N 1.61 -0.38 -0.46
16 N 0.04 2.67 0.06
17 H 2.23 0.84 1.05
18 H 1.35 0.13 -1.29
19 H 2.56 -0.68 -0.58
20 H 0.79 3.06 -0.51
21 H -0.64 2.10 -0.47
22 H 1.18 2.51 1.80
23 H -0.42 1.63 1.76
24 H 0.42 -1.44 1.81
25 H 1.15 -0.27 2.93
26 H 2.18 -1.34 2.02

#ii
# C5H17N3O

A 2-piece molecular cluster, C5H17N3O overall (ωB97M-V/def2-TZVPD, the Open Molecules 2025 dataset).

**SMILES string**: CNC[C@H](C)NCN.O
**E_HOMO**: -8.322 eV
**Orbital gap**: 9.23 eV

Cartesian coordinates (Å):
1 C 1.15 1.46 1.48
2 N 2.09 0.73 0.66
3 C 1.58 0.14 -0.58
4 C 0.43 -0.92 -0.28
5 C 0.86 -2.31 -0.79
6 N -0.85 -0.57 -0.88
7 C -2.01 -0.78 0.01
8 N -2.45 0.36 0.75
9 H 0.13 1.57 1.12
10 H 1.05 1.04 2.49
11 H 1.44 2.51 1.58
12 H 2.50 -0.01 1.20
13 H 2.36 -0.42 -1.08
14 H 1.21 0.89 -1.29
15 H 0.38 -0.98 0.81
16 H 0.94 -3.10 -0.04
17 H 1.91 -2.30 -1.12
18 H 0.21 -2.67 -1.58
19 H -0.91 -0.79 -1.86
20 H -2.85 -0.96 -0.67
21 H -1.75 -1.57 0.72
22 H -1.96 0.76 1.53
23 H -2.97 1.04 0.23
24 O -1.05 2.57 -0.60
25 H -1.25 1.64 -0.83
26 H -0.17 2.66 -0.96

Verdict on stability: #ii comes out on top.

#i
# CH3N2O2

A 2-piece molecular cluster, CH3N2O2 overall (ωB97M-V/def2-TZVPD, the Open Molecules 2025 dataset).

**E_HOMO (alpha / beta)**: -12.673 / -12.987 eV
**Charge**: +1
**Orbital gap (alpha / beta)**: 5.53 / 6.13 eV

Cartesian coordinates (Å):
1 C -0.16 -0.32 -0.51
2 N -0.94 -1.00 -1.23
3 N 1.05 1.10 1.84
4 O 1.80 0.92 1.03
5 O 0.40 1.41 2.71
6 H 0.40 0.50 -0.95
7 H -1.00 -0.92 -2.22
8 H -1.55 -1.69 -0.67

#ii
# CH3N2O2

CH3N2O2 as an isolated structure (ωB97M-V/def2-TZVPD, the Open Molecules 2025 dataset).

**E_HOMO**: -17.631 eV
**Charge**: +1
**Orbital gap**: 11.04 eV

Cartesian coordinates (Å):
1 C 0.21 -0.33 0.26
2 N -0.35 -0.77 -0.83
3 N -0.10 0.91 0.90
4 O 0.77 1.52 0.31
5 O -0.88 1.16 1.68
6 H 1.52 -0.78 0.35
7 H -0.04 -1.42 -1.50
8 H -1.15 -0.29 -1.17

#iii
# CH3N2O2

A 2-piece molecular cluster, CH3N2O2 overall (ωB97M-V/def2-TZVPD, the Open Molecules 2025 dataset).

**E_HOMO**: -15.774 eV
**Charge**: +1
**Orbital gap**: 9.88 eV

Cartesian coordinates (Å):
1 C 0.91 1.45 0.50
2 N -0.03 -0.26 -0.39
3 N -0.87 -1.22 -0.03
4 O 0.55 -0.29 -1.44
5 O 1.71 1.86 -0.17
6 H 0.39 1.69 1.41
7 H -1.41 -1.25 0.91
8 H -1.26 -1.97 -0.79

#iv
# CH3N2O2

An isolated ion of composition CH3N2O2 and charge +1 (ωB97M-V/def2-TZVPD, the Open Molecules 2025 dataset).

**SMILES string**: [NH2+]=C[N+](=O)[O-]
**E_HOMO**: -17.831 eV
**Charge**: +1
**Orbital gap**: 9.88 eV

Cartesian coordinates (Å):
1 N 1.17 0.36 -0.04
2 C 0.26 -0.63 -0.11
3 N -1.18 -0.02 -0.11
4 O -1.14 1.20 -0.15
5 O -2.08 -0.79 0.06
6 H 2.11 0.33 0.31
7 H 0.58 1.22 0.02
8 H 0.29 -1.67 0.02

Verdict on stability: #iii comes out on top.